ORCA calculation (the ωB97M-V functional and the def2-TZVPD basis) on a molecular structure, C18H49AgN2O8 at a distorted geometry.

ORCA input file:
```
! wB97M-V def2-TZVPD RIJCOSX def2/J DEFGRID3
* xyz 1 2
Ag -7.7533 -13.4444 -5.3457
C -11.3294 -15.2351 -4.1095
C -10.1245 -14.6029 -4.7926
O -9.1594 -15.3107 -5.2140
O -10.0179 -13.3397 -4.8293
H -11.3597 -16.2559 -4.4987
H -12.2572 -14.7160 -4.3254
H -11.0823 -15.3701 -3.0576
C -14.4052 -16.2661 -5.9909
C -15.2655 -16.5819 -7.2060
C -15.9368 -15.4155 -7.8694
O -14.8977 -14.5598 -8.3412
C -15.3010 -13.4700 -9.1469
N -14.4919 -17.3697 -8.1936
H -13.5889 -15.6258 -6.3442
H -13.9947 -17.1485 -5.4952
H -14.9161 -15.8020 -5.1365
H -16.0084 -17.2986 -6.8274
H -16.4519 -14.8493 -7.0802
H -16.5574 -15.7584 -8.6987
H -14.4413 -13.1852 -9.7500
H -15.5432 -12.6124 -8.5034
H -16.1634 -13.7227 -9.7671
H -14.0184 -16.6787 -8.7705
H -13.8115 -17.9302 -7.7069
C -16.0729 -14.5252 -3.0837
C -15.2122 -13.2790 -3.3170
C -16.2380 -12.0795 -3.5309
O -16.7441 -12.0960 -4.8166
C -16.7276 -10.8399 -5.4555
N -14.4452 -12.9561 -2.1851
H -16.7996 -14.3274 -2.2927
H -15.4382 -15.3482 -2.7531
H -16.6808 -14.7287 -3.9607
H -14.6012 -13.3425 -4.2301
H -15.6446 -11.1617 -3.3859
H -17.0753 -12.0269 -2.8348
H -17.3350 -10.7633 -6.3620
H -15.7248 -10.6723 -5.8628
H -17.0963 -10.0218 -4.8353
H -14.2054 -13.6590 -1.4828
H -13.6616 -12.3157 -2.3565
C -13.0609 -11.5911 -5.9946
C -12.5494 -10.8593 -4.7302
O -11.1441 -10.8777 -4.6755
H -12.7387 -12.6286 -5.9642
H -12.6653 -11.0731 -6.8651
H -14.1431 -11.4454 -5.9942
H -12.9762 -11.4107 -3.8628
H -12.9470 -9.8480 -4.6693
H -10.9261 -11.8336 -4.7292
C -8.8380 -18.8210 -1.9554
C -8.7450 -17.5638 -2.7994
O -8.9344 -17.9785 -4.1517
H -9.8320 -19.2712 -2.0070
H -8.6966 -18.6130 -0.8918
H -8.1300 -19.5718 -2.2974
H -7.7819 -17.0607 -2.6580
H -9.5049 -16.8280 -2.5076
H -8.8565 -17.1792 -4.7151
C -11.0269 -19.9014 -6.9170
C -11.4591 -19.9792 -5.4566
O -10.4033 -20.4170 -4.6370
H -11.8937 -19.7191 -7.5494
H -10.5862 -20.8714 -7.1521
H -10.2858 -19.1224 -7.1072
H -12.2394 -20.7414 -5.4131
H -11.8804 -19.0082 -5.1618
H -9.8334 -19.6463 -4.4700
C -13.9829 -18.2072 -1.5044
C -13.4161 -18.5979 -2.8997
O -14.4129 -19.2494 -3.6797
H -14.4807 -19.0241 -0.9826
H -14.6180 -17.3380 -1.6802
H -13.1588 -17.9827 -0.8188
H -12.6802 -19.3727 -2.6373
H -13.0327 -17.7190 -3.4060
H -14.7688 -19.9979 -3.1954
*
```

Results
LUMO level (alpha / beta) (eV): -3.64 / -8.19

ORCA calculation (the ωB97M-V functional and the def2-TZVPD basis) on a single C38H50BBr2INO2PS molecule at a distorted geometry.

ORCA input file:
```
! wB97M-V def2-TZVPD RIJCOSX def2/J DEFGRID3
* xyz 0 1
C -5.0716 -4.9833 -2.6785
C -6.2305 -3.8786 -2.1959
C -5.6959 -2.3505 -2.5930
C -5.1487 -1.5763 -1.2520
C -5.7867 -0.0688 -1.0309
C -4.6714 1.1299 -0.9376
C -3.7258 1.0826 0.4078
C -3.0281 2.5705 0.7199
C -1.4208 2.3623 0.4778
C -0.4885 3.6169 1.0682
C 1.0588 3.2139 0.7364
C 1.9243 2.4461 1.9139
C 3.5310 2.0223 1.7210
C 4.1954 2.4118 0.2748
C 3.3095 3.1501 -0.9157
C 4.1670 3.4766 -2.3082
C 4.5916 2.1215 -3.1431
C 4.4325 0.5744 -2.6251
C 4.9319 -0.6506 -3.6227
C 5.5410 -0.4086 -5.1285
C 6.0221 -1.6246 -6.1588
C 5.6594 1.1318 -5.6823
C 5.1991 2.3473 -4.6649
C 1.7003 3.5701 -0.7226
P 0.8917 4.4258 -2.2025
C -0.9825 4.6816 -2.0812
C 1.0728 3.1324 -3.6539
C -0.3394 2.3817 -4.0197
N 4.3639 1.3293 2.7777
C 3.6147 0.1706 3.4197
C 4.3457 -1.3124 3.6693
I 6.4303 -1.7377 3.1362
C 3.4905 -2.5580 4.3672
C 1.9117 -2.4069 4.8177
B 1.0008 -3.6261 5.4812
O 1.6385 -4.5399 6.4881
O -0.4230 -3.8873 5.1844
C -0.6996 -3.9019 3.7400
C -0.3371 -5.3609 3.0138
C 1.1782 -0.9577 4.5954
C -0.4068 -0.6205 4.9657
Br -1.6677 -0.4481 3.3764
C -0.9299 -0.4123 6.3441
C -2.5163 -0.0329 6.6697
Br 0.4335 -0.5903 7.8433
C 2.0387 0.2631 3.9185
S 1.2028 1.9546 3.6132
H -3.9853 -4.5616 -2.4223
H -5.1877 -6.0173 -2.1088
H -5.1806 -5.1191 -3.8584
H -7.2661 -4.1383 -2.7053
H -6.3155 -4.0149 -1.0284
H -4.7884 -2.5209 -3.3399
H -6.5322 -1.7722 -3.1858
H -5.3675 -2.1848 -0.2763
H -3.9784 -1.4178 -1.4120
H -6.5596 -0.0660 -0.1260
H -6.4321 0.1474 -2.0115
H -5.2632 2.1628 -0.9033
H -3.9827 1.0555 -1.8946
H -4.3733 0.7214 1.3378
H -2.9098 0.2369 0.2520
H -3.5051 3.3456 -0.0197
H -3.1855 2.8468 1.8574
H -1.1263 2.0618 -0.6260
H -1.1061 1.4249 1.1471
H -0.7141 3.6128 2.2411
H -0.8345 4.6682 0.6921
H 5.3354 2.1401 0.0738
H 3.6720 4.2994 -2.9765
H 5.1928 3.9476 -1.9191
H 3.9818 0.3328 -1.5727
H 4.8382 -1.7637 -3.2501
H 5.0899 -1.8583 -6.8575
H 6.8836 -1.2500 -6.8903
H 6.3933 -2.5800 -5.5674
H 6.0724 1.4121 -6.7578
H 5.2919 3.4468 -5.0722
H -1.2095 5.5296 -1.2728
H -1.3335 5.1642 -3.1156
H -1.6343 3.7206 -1.9443
H 1.4988 3.6343 -4.6360
H 1.8110 2.2860 -3.2713
H -0.2022 1.4800 -4.7795
H -0.7157 1.8748 -3.0076
H -1.2023 3.0885 -4.3735
H 5.2957 1.0319 2.4125
H 4.0438 -3.6039 4.5063
H 1.4440 -5.5016 6.2547
H -0.2303 -3.0134 3.1364
H -1.8792 -3.7956 3.6254
H -1.1533 -5.4795 2.1513
H 0.7025 -5.3528 2.4761
H -0.5054 -6.2626 3.7402
H -2.6801 1.1429 6.6968
H -2.7350 -0.4376 7.7545
H -3.2476 -0.4545 5.8588
*
```

Results
LUMO level (eV): -0.67

ORCA calculation (the ωB97M-V functional and the def2-TZVPD basis) on a single C4H6ClF molecule at a distorted geometry.

ORCA input file:
```
! wB97M-V def2-TZVPD RIJCOSX def2/J DEFGRID3
* xyz 0 1
F -1.8112 -0.0873 -0.9661
C -1.0628 0.0043 0.2387
C 0.0800 -1.0788 0.1991
C 0.8504 0.0207 -0.5498
Cl 2.6710 -0.0421 -0.3604
C 0.0205 1.0914 0.1376
H -1.7630 -0.0520 1.0815
H -0.1954 -2.0447 -0.2796
H 0.3792 -1.2137 1.2129
H 0.6161 0.1110 -1.5824
H -0.2154 2.0247 -0.3329
H 0.4306 1.2666 1.2014
*
```

Results
SMILES string: F[C@H]1C[C@H](Cl)C1
Energy relative to the best compared isomer or geometry (same formula, charge and spin) (kcal/mol): 9.16
LUMO level (eV): 1.01

ORCA calculation (the ωB97M-V functional and the def2-TZVPD basis) on a single C6H12N2O2S3 molecule at a distorted geometry.

ORCA input file:
```
! wB97M-V def2-TZVPD RIJCOSX def2/J DEFGRID3
* xyz 0 1
C 0.3239 0.0945 0.6755
C -1.1776 -0.2691 0.4889
C 0.6139 -1.6922 -0.7670
C 0.6626 -0.0788 2.1720
C -3.8540 0.4459 0.0910
C 2.9417 1.6717 -0.9024
N 1.1380 -0.8615 0.0481
N 1.3028 -2.5683 -1.5227
O -1.8740 1.1672 -1.6676
O 0.4563 1.4323 0.1278
S -1.2056 -1.6909 -0.6428
S -2.0963 1.1701 -0.2272
S 1.1930 1.5178 -1.3714
H -1.5839 -0.6686 1.3393
H 0.1298 0.5797 2.8030
H 1.7587 0.2285 2.4601
H 0.6254 -1.0774 2.5003
H -4.1576 0.9280 0.9493
H -3.8209 -0.6082 0.1796
H -4.3509 0.6866 -0.7273
H 3.3626 2.3390 -1.5267
H 3.6006 0.6589 -1.0223
H 3.0892 2.0817 0.1008
H 2.2177 -2.2832 -1.5014
H 0.7045 -3.2036 -2.0570
*
```

Results
Energy relative to the best compared isomer or geometry (same formula, charge and spin) (kcal/mol): 79.94
LUMO level (eV): 0.51